ORCA calculation (ωB97M-V/def2-TZVPD) on 9 unconnected molecules or ions with the total composition C48H77BF6I2N9O5.

Element x y z (Å)
C (2.2062, -2.8910, -1.4676)
O (1.7907, -1.6779, -2.1369)
B (2.3704, -0.5004, -1.7721)
O (3.6970, -0.2496, -2.0537)
C (1.4420, 0.5991, -1.0027)
C (1.7458, 0.4576, 0.4970)
C (3.2554, 0.5887, 0.8080)
C (4.0070, -0.6939, 1.0929)
I (3.5604, -1.7090, 2.9085)
C (1.3667, 1.9933, -1.6694)
C (2.5683, 2.9275, -1.6575)
C (2.1567, 4.3512, -1.2458)
C (1.7923, 4.4331, 0.2337)
I (3.4838, 4.8453, 1.4591)
C (0.7525, 1.6009, -3.0394)
C (-0.2776, 0.6494, -2.5566)
N (0.0218, 0.1605, -1.4071)
C (-0.9195, -0.6963, -0.6722)
O (-0.8266, -1.8814, -0.6276)
C (-2.0864, 0.0771, 0.0661)
F (-2.2740, -0.4952, 1.2619)
F (-1.7147, 1.3708, 0.2356)
C (-3.3906, 0.0355, -0.7975)
F (-3.1862, 0.9190, -1.8326)
F (-3.5154, -1.2016, -1.3252)
C (-4.7620, 0.4753, -0.2158)
F (-5.6671, 0.0483, -1.1489)
F (-5.0926, -0.1070, 0.9544)
C (-4.8671, 2.0152, -0.0653)
O (-4.2184, 2.5826, 0.7695)
O (-5.6816, 2.6231, -0.9486)
H (3.2067, -3.1766, -1.7787)
H (1.5085, -3.6663, -1.7602)
H (2.1526, -2.7735, -0.3883)
H (3.8259, 0.2898, -2.8402)
H (1.3942, -0.5090, 0.8653)
H (1.1971, 1.2014, 1.0755)
H (3.7992, 1.0613, 0.0030)
H (3.3615, 1.2427, 1.6712)
H (5.0586, -0.4387, 1.1760)
H (3.9356, -1.3970, 0.2694)
H (0.5163, 2.4618, -1.1664)
H (2.9728, 2.9945, -2.6653)
H (3.3257, 2.6009, -0.9584)
H (2.9584, 5.0425, -1.4781)
H (1.2660, 4.6275, -1.8124)
H (1.3896, 3.4941, 0.5987)
H (1.0342, 5.1887, 0.4015)
H (0.2026, 2.4698, -3.3974)
H (1.4211, 1.2268, -3.8098)
H (-1.1899, 0.4194, -3.0742)
H (-6.5823, 2.2763, -0.8820)
C (-6.4501, 5.5141, 0.4109)
C (-7.3002, 5.1262, 1.6151)
C (-8.7431, 5.6358, 1.5148)
C (-8.7840, 7.0946, 1.4293)
N (-8.8147, 8.2422, 1.3542)
H (-6.3660, 6.5977, 0.3235)
H (-5.4442, 5.1101, 0.5078)
H (-6.8795, 5.1314, -0.5168)
H (-6.8427, 5.5171, 2.5247)
H (-7.3236, 4.0376, 1.7161)
H (-9.3225, 5.3293, 2.3858)
H (-9.2333, 5.2295, 0.6285)
C (8.2061, -3.2219, 0.9383)
C (7.8184, -3.1012, -0.5309)
C (8.1666, -1.7274, -1.1218)
C (7.4631, -0.6906, -0.3736)
N (6.9070, 0.0335, 0.3270)
H (7.6719, -2.4891, 1.5477)
H (7.9618, -4.2087, 1.3207)
H (9.2763, -3.0650, 1.0775)
H (6.7445, -3.2721, -0.6388)
H (8.3226, -3.8727, -1.1135)
H (7.8746, -1.6652, -2.1706)
H (9.2378, -1.5326, -1.0590)
C (-1.9082, 2.9268, -7.5488)
C (-2.8847, 3.0091, -6.3814)
C (-2.7478, 4.3040, -5.5698)
C (-1.4033, 4.4350, -5.0104)
N (-0.3296, 4.5385, -4.6060)
H (-0.8748, 2.9327, -7.2078)
H (-2.0566, 2.0069, -8.1089)
H (-2.0450, 3.7650, -8.2353)
H (-2.7272, 2.1529, -5.7200)
H (-3.9102, 2.9415, -6.7463)
H (-3.4641, 4.3235, -4.7476)
H (-2.9378, 5.1764, -6.1962)
C (-4.8431, 0.0132, 4.1029)
C (-5.4515, -1.3061, 4.5654)
C (-6.2126, -1.1820, 5.8898)
C (-5.3380, -0.7274, 6.9655)
N (-4.6267, -0.3682, 7.7951)
H (-4.1003, 0.3826, 4.8112)
H (-4.3463, -0.1133, 3.1495)
H (-5.6122, 0.7802, 3.9890)
H (-4.6615, -2.0530, 4.6632)
H (-6.1433, -1.6722, 3.8037)
H (-6.6448, -2.1399, 6.1794)
H (-7.0291, -0.4648, 5.7933)
C (7.5885, -5.5501, 6.1768)
C (6.9749, -4.5923, 5.1630)
C (6.6576, -5.2676, 3.8228)
C (7.8612, -5.8065, 3.1873)
N (8.8151, -6.2232, 2.6957)
H (8.5440, -5.9431, 5.8266)
H (7.7684, -5.0401, 7.1222)
H (6.9246, -6.3940, 6.3717)
H (7.6541, -3.7550, 4.9914)
H (6.0499, -4.1755, 5.5645)
H (6.2051, -4.5511, 3.1350)
H (5.9521, -6.0873, 3.9665)
C (1.9003, -2.2834, 8.6652)
C (2.8828, -1.2357, 8.1622)
C (3.2715, -1.4433, 6.6935)
C (3.9032, -2.7494, 6.5070)
N (4.4000, -3.7814, 6.3901)
H (2.3357, -3.2830, 8.6252)
H (1.6245, -2.0853, 9.6999)
H (0.9864, -2.2837, 8.0735)
H (3.7840, -1.2560, 8.7770)
H (2.4490, -0.2399, 8.2652)
H (3.9746, -0.6752, 6.3702)
H (2.3944, -1.3881, 6.0464)
C (-4.8073, -5.0842, 1.4547)
C (-5.0472, -4.9780, 2.9565)
C (-5.1296, -6.3445, 3.6451)
C (-6.2330, -7.1383, 3.1064)
N (-7.1172, -7.7375, 2.6789)
H (-5.6281, -5.6020, 0.9580)
H (-4.7257, -4.0921, 1.0081)
H (-3.8846, -5.6263, 1.2413)
H (-5.9711, -4.4249, 3.1369)
H (-4.2367, -4.4057, 3.4125)
H (-5.2861, -6.2278, 4.7175)
H (-4.2027, -6.9017, 3.5028)
C (0.6560, 2.2024, -13.0159)
C (-0.0794, 3.3812, -12.3897)
C (0.5402, 3.8335, -11.0614)
C (0.5124, 2.7633, -10.0652)
N (0.4895, 1.9046, -9.2989)
H (0.6153, 1.3218, -12.3737)
H (0.2053, 1.9346, -13.9704)
H (1.7047, 2.4439, -13.1958)
H (-1.1258, 3.1166, -12.2278)
H (-0.0677, 4.2274, -13.0775)
H (-0.0013, 4.6884, -10.6551)
H (1.5783, 4.1354, -11.2066)

The calculation puts the max |F| at 0.03254 hartree/bohr. The frontier orbital gap is 7.26 eV. Its charge is +1. For the total energy, the calculation gives -107848.8553 eV. The calculation puts the LUMO energy at -4.33 eV.


ORCA calculation (ωB97M-V/def2-TZVPD) on a single C22H31N3OS molecule.

Element x y z (Å)
C (2.7066, 0.6405, -0.6374)
C (2.9159, -0.4042, -1.6938)
C (4.1014, -0.4700, -2.4084)
C (4.2764, -1.4248, -3.3940)
C (3.2699, -2.3316, -3.6645)
C (2.0729, -2.3035, -2.9612)
C (1.9030, -1.3217, -1.9847)
N (0.7070, -1.2738, -1.2239)
C (-0.4873, -0.8688, -1.7243)
N (-1.5591, -0.9133, -0.8900)
C (-1.4451, -1.2806, 0.5050)
H (-2.4379, -1.5859, 0.8457)
H (-0.7899, -2.1545, 0.5939)
C (-0.9407, -0.1386, 1.3982)
H (-1.6930, 0.6480, 1.4180)
C (-0.6458, -0.6252, 2.8174)
N (0.1668, 0.3288, 3.5485)
C (0.7790, -0.2683, 4.7237)
C (1.7722, 0.7021, 5.3545)
C (1.0618, 1.9894, 5.7547)
C (0.3617, 2.5616, 4.5283)
C (-0.5757, 1.5208, 3.9246)
H (-1.0462, 1.9366, 3.0322)
H (-1.3737, 1.2762, 4.6511)
H (-0.2092, 3.4537, 4.7909)
H (1.1071, 2.8368, 3.7806)
H (1.7760, 2.7096, 6.1572)
H (0.3239, 1.7744, 6.5316)
H (2.2374, 0.2315, 6.2223)
H (2.5515, 0.9300, 4.6257)
H (1.3026, -1.1772, 4.4141)
H (0.0167, -0.5532, 5.4730)
H (-0.0754, -1.5580, 2.7558)
H (-1.5935, -0.8507, 3.3397)
H (-0.0273, 0.2969, 0.9890)
C (-2.8323, -0.3637, -1.3214)
C (-3.0380, 1.0290, -0.8249)
C (-2.4218, 2.2001, -1.1547)
C (-2.9861, 3.1935, -0.3176)
C (-3.9011, 2.5537, 0.4578)
O (-3.9384, 1.2414, 0.1633)
H (-4.5667, 2.9028, 1.2220)
H (-2.7439, 4.2362, -0.3011)
H (-1.6705, 2.3302, -1.9061)
H (-3.6386, -1.0024, -0.9516)
H (-2.8286, -0.3706, -2.4154)
S (-0.6223, -0.3809, -3.3037)
H (0.8486, -1.2143, -0.2261)
C (0.9976, -3.3012, -3.2509)
H (0.2356, -2.8450, -3.8834)
H (0.5124, -3.6288, -2.3327)
H (1.4052, -4.1650, -3.7694)
H (3.4107, -3.0802, -4.4303)
H (5.2009, -1.4614, -3.9508)
H (4.8883, 0.2395, -2.1971)
H (1.7801, 1.1853, -0.8191)
H (3.5290, 1.3507, -0.6383)
H (2.6495, 0.1900, 0.3557)

The calculation puts the max |F| at 0.01633 hartree/bohr. The frontier orbital gap is 8.60 eV. Its SMILES is Cc1cccc(C)c1NC(=S)N(CCCN1CCCCC1)Cc1ccco1. For the total energy, the calculation gives -40670.4012 eV. The calculation puts the LUMO energy at 0.69 eV.


> Among the records above, which one has the highest LUMO?

C22H31N3OS